A 2-piece molecular cluster, C4H11NOS overall in a non-equilibrium geometry. Source: the OMol25 dataset; level of theory: wB97M-V/def2-TZVPD.

Geometry as XYZ:
```
18
Properties=species:S:1:pos:R:3:lowdin_charge:R:1
C -1.9456 -1.6568 -1.9892 -0.181
C 0.6537 2.4995 0.9839 -0.067
C 0.1195 -1.6132 0.1462 -0.243
C 1.8405 1.6042 1.0880 -0.343
N 2.3405 1.1986 2.1450 0.059
O -0.9813 0.5720 -0.8554 -0.576
S -0.4117 -0.6669 -1.3621 0.831
H -2.3204 -2.2226 -1.2145 0.004
H -1.6022 -2.3256 -2.7323 0.021
H -0.1509 1.9254 0.6134 0.024
H 0.6440 2.9139 1.9465 0.054
H 0.8700 3.2744 0.2223 0.091
H 0.3696 -0.9560 0.9113 -0.006
H -0.6443 -2.3661 0.5359 0.071
H 1.0664 -2.1525 -0.1531 0.061
H -2.5664 -0.8840 -2.4192 0.046
H 2.1574 0.8907 0.2752 0.108
H 2.2053 1.7324 3.0037 0.046
```

- E_tot (Ha) = -687.09132
- orbital gap (eV) = 9.86
- HOMO (Eh) = -0.333
- net charge = 0
- energy above the lowest of the compared OMol25 structures with the same formula, charge and spin (eV) = 3.211
- 2S+1 = 1